Molecular formula: C2H4NOP
Method: DFT, ωB97M-V with the def2-TZVPD basis set

The calculation puts the LUMO energy (spin up / spin down) at -0.789 / -1.016 eV. The strongest force on any atom comes out at 1.53 eV/Å. As for the total energy: -14959.480 eV. The calculation puts the gap between HOMO and LUMO (spin up / spin down) at 7.4 / 9.0 eV.

```
! wB97M-V def2-TZVPD RIJCOSX def2/J DEFGRID3
* xyz 0 1
C 0.54 -0.95 0.21
C 0.68 0.44 0.24
N -0.66 -1.40 0.01
O -1.55 -0.40 -0.15
P -0.94 1.16 0.03
H 1.33 -1.67 0.33
H 1.62 0.97 0.25
H 0.25 0.61 -2.35
H -1.26 1.22 1.43
*
```

natural (NBO) analysis output, partial charges in e: -0.08 -0.55 -0.04 -0.57 0.86 0.22 0.24 -0.01 -0.06

Molecular formula: C5H8N2
Method: DFT, ωB97M-V with the def2-TZVPD basis set

The calculation puts the LUMO energy at 0.900 eV. Its SMILES is Cc1cn(C)cn1. The strongest force on any atom comes out at 0.29 eV/Å. As for the total energy: -8294.891 eV. The calculation puts the gap between HOMO and LUMO at 9.4 eV.

```
! wB97M-V def2-TZVPD RIJCOSX def2/J DEFGRID3
* xyz 0 1
C 2.59 0.27 -0.14
C 1.16 -0.15 -0.01
C 0.06 0.43 -0.59
N -1.04 -0.23 -0.07
C -2.39 0.27 -0.09
C -0.54 -1.17 0.78
N 0.77 -1.16 0.84
H 2.92 0.77 0.78
H 3.25 -0.58 -0.31
H 2.71 0.98 -0.97
H -0.05 1.22 -1.32
H -2.73 0.48 -1.11
H -3.06 -0.46 0.37
H -2.44 1.20 0.49
H -1.20 -1.84 1.33
*
```

natural (NBO) analysis output, partial charges in e: -0.63 0.10 -0.12 -0.35 -0.40 0.18 -0.46 0.22 0.22 0.21 0.21 0.21 0.21 0.20 0.19

Molecular formula: C4H7FeO4
Method: DFT, ωB97M-V with the def2-TZVPD basis set

The calculation puts the LUMO energy (spin up / spin down) at -2.468 / -2.491 eV. The strongest force on any atom comes out at 9.12 eV/Å. As for the total energy: -46833.768 eV. The calculation puts the gap between HOMO and LUMO (spin up / spin down) at 2.4 / 6.4 eV.

```
! wB97M-V def2-TZVPD RIJCOSX def2/J DEFGRID3
* xyz 0 6
C -1.80 0.68 0.59
O -2.92 0.96 0.17
O -1.12 1.30 1.47
Fe 0.78 0.62 2.05
O 1.63 1.37 0.10
C 1.01 1.91 -0.80
C -1.03 -0.52 -0.10
O 0.10 -0.89 0.65
C 0.94 -1.84 0.02
H 1.47 2.03 -1.80
H 0.01 2.35 -0.63
H -0.81 -0.32 -1.16
H -1.74 -1.36 -0.12
H 1.81 -1.98 0.66
H 0.41 -2.80 -0.11
H 1.27 -1.48 -0.97
*
```

natural (NBO) analysis output, partial charges in e: 0.77 -0.63 -0.86 1.55 -0.82 -0.18 -0.21 -0.62 -0.25 0.12 0.13 0.22 0.19 0.18 0.18 0.20

Molecular formula: C7H13Cl3N3
Method: DFT, ωB97M-V with the def2-TZVPD basis set

The calculation puts the LUMO energy (spin up / spin down) at -5.063 / -4.920 eV. The strongest force on any atom comes out at 4.05 eV/Å. As for the total energy: -49496.103 eV. The calculation puts the gap between HOMO and LUMO (spin up / spin down) at 8.0 / 7.3 eV.

```
! wB97M-V def2-TZVPD RIJCOSX def2/J DEFGRID3
* xyz 1 1
C -2.97 0.45 -0.37
C -0.72 -0.55 -1.02
C -1.91 -0.19 1.71
C 2.17 -0.21 -1.80
C 1.39 0.55 1.85
C 2.22 0.45 -0.48
C 1.24 -0.14 0.46
N -2.23 -0.48 -1.03
N -0.09 0.09 -0.03
N -2.67 0.67 0.91
Cl -4.25 1.55 -0.92
Cl -0.58 -2.36 -1.20
Cl -1.96 -1.88 1.67
H -0.27 -0.05 -2.00
H -1.47 0.24 2.54
H 2.29 -1.33 -1.54
H 1.38 -0.11 -2.55
H 3.06 0.17 -2.21
H 1.47 1.60 1.81
H 0.64 0.36 2.51
H 2.28 -0.01 2.22
H 3.33 0.30 -0.11
H 2.01 1.54 -0.39
H 1.44 -1.30 0.54
H -2.71 -0.89 -1.91
H -3.10 1.52 1.32
*
```

natural (NBO) analysis output, partial charges in e: 0.49 0.09 0.02 -0.63 -0.59 -0.40 -0.08 -0.60 -0.34 -0.54 0.11 -0.08 0.15 0.29 0.22 0.22 0.20 0.24 0.22 0.19 0.23 0.24 0.22 0.21 0.47 0.46

Molecular formula: C5H9Cl2PS3
Method: DFT, ωB97M-V with the def2-TZVPD basis set

The calculation puts the LUMO energy (spin up / spin down) at -2.038 / -1.517 eV. The strongest force on any atom comes out at 4.77 eV/Å. As for the total energy: -72168.860 eV. The calculation puts the gap between HOMO and LUMO (spin up / spin down) at 6.5 / 7.0 eV.

```
! wB97M-V def2-TZVPD RIJCOSX def2/J DEFGRID3
* xyz 0 1
C 0.23 0.63 -1.05
C 0.28 -0.48 -0.10
C -0.80 0.50 -2.11
C 1.57 -0.75 0.73
C 1.38 -1.85 1.77
P -1.58 2.14 1.13
S 0.10 2.36 -0.16
S -1.42 0.34 2.00
S -3.22 1.86 -0.20
Cl 2.84 -2.04 2.82
Cl 1.12 -3.44 1.00
H 1.32 0.86 -1.27
H -0.34 -1.42 -0.05
H -1.08 1.58 -2.61
H -1.70 0.20 -1.52
H -0.63 -0.28 -2.80
H 2.37 -0.83 0.08
H 1.72 0.22 1.32
H 0.53 -1.74 2.41
H -2.67 2.11 -1.40
*
```

natural (NBO) analysis output, partial charges in e: -0.41 0.05 -0.63 -0.54 -0.17 0.47 -0.07 -0.39 -0.33 -0.03 -0.04 0.27 0.24 0.22 0.24 0.23 0.24 0.26 0.24 0.15

Molecular formula: C76H170N10O13
Method: DFT, ωB97M-V with the def2-TZVPD basis set

The calculation puts the LUMO energy at 0.340 eV. Its SMILES is CC1(C)CCCC(C)(C)N1O.CC1(C)CCCC(C)(C)N1O.CC1(C)CCCC(C)(C)N1O.CC1(C)CCCC(C)(C)N1O.CC1(C)CCCC(C)(C)N1O.CC1(C)CCCC(C)(C)N1O.COC[C@H](C)N.COCCNCCOC.COCCNCCOC.COCCNCCOC. The strongest force on any atom comes out at 5.13 eV/Å. As for the total energy: -123067.665 eV. The calculation puts the gap between HOMO and LUMO at 8.3 eV.

```
! wB97M-V def2-TZVPD RIJCOSX def2/J DEFGRID3
* xyz 0 1
C 1.15 -4.72 2.44
C 1.39 -4.49 3.91
C 1.26 -2.94 4.17
C 0.14 -5.17 4.63
C 0.41 -5.31 6.13
C 1.75 -5.96 6.39
C 2.97 -5.19 5.79
C 3.10 -3.92 6.55
C 4.17 -6.20 5.93
N 2.67 -5.05 4.36
O 3.71 -4.54 3.55
H 0.28 -4.22 1.99
H 2.00 -4.51 1.79
H 0.98 -5.78 2.24
H 0.59 -2.54 3.40
H 0.78 -2.66 5.11
H 2.23 -2.46 4.17
H -0.79 -4.62 4.48
H 0.14 -6.13 4.11
H 0.21 -4.39 6.67
H -0.32 -6.07 6.40
H 1.71 -6.92 5.87
H 1.87 -6.04 7.47
H 2.19 -3.32 6.47
H 3.89 -3.34 6.07
H 3.37 -3.98 7.60
H 4.06 -6.98 5.17
H 4.13 -6.54 6.96
H 5.06 -5.66 5.62
H 3.95 -3.74 4.03
C 1.35 7.97 -8.68
C 0.17 7.77 -7.59
C -0.07 9.05 -6.75
C -1.09 7.60 -8.49
C -1.30 6.22 -9.04
C -1.32 5.15 -7.97
C -0.09 5.23 -7.05
C -0.26 4.42 -5.74
C 1.10 4.57 -7.83
N 0.33 6.63 -6.75
O 1.43 6.68 -5.89
H 2.37 7.92 -8.28
H 1.30 7.02 -9.22
H 1.15 8.78 -9.38
H 0.03 9.89 -7.44
H -0.99 8.98 -6.17
H 0.67 9.16 -5.96
H -1.95 7.75 -7.84
H -1.16 8.37 -9.26
H -2.33 6.08 -9.37
H -0.67 6.06 -9.92
H -1.18 4.26 -8.59
H -2.26 5.02 -7.44
H 0.64 4.20 -5.17
H -0.88 3.53 -5.89
H -0.70 5.11 -5.02
H 1.24 4.92 -8.85
H 1.04 3.48 -7.81
H 2.04 4.73 -7.30
H 1.07 6.68 -5.00
C 8.60 -0.20 0.94
C 7.68 -1.12 0.16
C 7.75 -0.75 -1.39
C 8.01 -2.62 0.33
C 6.92 -3.70 0.02
C 5.76 -3.42 0.97
C 5.28 -1.95 0.66
C 4.61 -1.99 -0.67
C 4.23 -1.59 1.73
N 6.30 -0.85 0.76
O 5.71 0.36 0.42
H 8.84 -0.60 1.93
H 9.52 0.07 0.43
H 8.07 0.75 0.91
H 8.81 -0.56 -1.60
H 7.34 -1.42 -2.15
H 7.15 0.15 -1.50
H 8.82 -2.72 -0.39
H 8.60 -2.80 1.23
H 6.61 -3.55 -1.01
H 7.20 -4.76 0.06
H 5.79 -3.69 2.02
H 5.01 -4.16 0.69
H 3.93 -1.14 -0.60
H 3.97 -2.87 -0.73
H 5.27 -1.93 -1.54
H 3.45 -2.35 1.67
H 3.83 -0.58 1.73
H 4.65 -1.73 2.73
H 5.39 0.62 1.29
C -1.91 -5.57 0.76
C -3.07 -5.50 -0.25
C -4.12 -4.45 0.05
C -2.60 -5.13 -1.74
C -1.94 -6.21 -2.59
C -2.81 -7.49 -2.55
C -3.32 -7.94 -1.06
C -4.47 -8.93 -1.38
C -2.19 -8.75 -0.34
N -3.86 -6.76 -0.36
O -4.58 -7.07 0.84
H -1.74 -4.60 1.22
H -2.07 -6.34 1.51
H -0.99 -5.81 0.22
H -5.06 -4.52 -0.49
H -4.51 -4.42 1.07
H -3.78 -3.42 -0.07
H -3.43 -4.70 -2.31
H -1.78 -4.44 -1.57
H -1.77 -5.92 -3.63
H -0.99 -6.48 -2.13
H -2.07 -8.16 -2.98
H -3.56 -7.31 -3.31
H -5.23 -8.39 -1.94
H -5.04 -9.19 -0.49
H -4.07 -9.81 -1.88
H -1.29 -8.23 -0.03
H -1.77 -9.44 -1.08
H -2.56 -9.28 0.54
H -5.42 -7.32 0.45
C -1.47 -1.07 -8.94
C -0.42 -1.96 -8.25
C 0.32 -2.85 -9.35
C 0.70 -1.33 -7.51
C 0.24 -0.54 -6.23
C -0.68 -1.42 -5.37
C -1.84 -2.30 -6.16
C -2.02 -3.59 -5.10
C -3.10 -1.47 -6.33
N -1.20 -2.90 -7.28
O -2.06 -3.81 -7.96
H -1.54 -0.12 -8.40
H -1.04 -0.77 -9.89
H -2.48 -1.45 -9.09
H 1.06 -3.55 -8.97
H -0.35 -3.38 -10.03
H 0.91 -2.16 -9.95
H 1.52 -2.00 -7.28
H 1.23 -0.67 -8.20
H 1.11 -0.11 -5.74
H -0.36 0.33 -6.51
H -1.13 -0.85 -4.56
H 0.09 -2.05 -4.92
H -2.60 -4.37 -5.60
H -2.76 -3.38 -4.33
H -1.08 -3.96 -4.69
H -2.83 -0.42 -6.42
H -3.78 -1.56 -5.49
H -3.58 -1.90 -7.20
H -1.40 -4.45 -8.25
C 0.25 3.14 -2.29
C -0.53 2.37 -1.27
C -0.37 3.06 0.10
C -1.94 2.25 -1.79
C -2.86 1.18 -1.07
C -2.15 -0.25 -1.11
C -0.75 -0.15 -0.54
C -0.69 -0.23 1.04
C -0.05 -1.48 -0.93
N 0.04 0.92 -1.26
O 1.40 0.95 -0.80
H 0.08 2.82 -3.32
H -0.06 4.18 -2.35
H 1.33 3.20 -2.13
H -1.08 3.89 0.19
H -0.61 2.45 0.97
H 0.65 3.40 0.26
H -2.34 3.26 -1.92
H -1.73 1.96 -2.82
H -3.03 1.36 -0.01
H -3.89 1.11 -1.43
H -1.98 -0.38 -2.17
H -2.76 -0.99 -0.60
H 0.23 0.16 1.48
H -0.59 -1.24 1.43
H -1.46 0.25 1.65
H 0.30 -1.49 -1.96
H -0.73 -2.33 -0.89
H 0.93 -1.64 -0.48
H 1.90 0.66 -1.57
C 3.70 6.64 -3.50
O 2.91 6.78 -2.38
C 2.80 5.77 -1.37
C 1.89 6.31 -0.26
C 0.52 6.82 -0.57
N 2.64 7.22 0.58
H 3.45 7.38 -4.26
H 3.79 5.66 -3.96
H 4.73 6.75 -3.16
H 2.43 4.81 -1.71
H 3.81 5.75 -0.96
H 1.58 5.49 0.40
H 0.24 7.39 0.32
H -0.19 6.03 -0.77
H 0.47 7.61 -1.32
H 3.27 7.67 -0.07
H 2.05 7.93 1.00
C -1.42 -1.64 6.59
O -2.29 -0.56 6.38
C -1.73 0.66 5.89
C -2.90 1.54 5.37
N -3.37 1.17 4.03
C -3.75 -0.22 4.01
C -4.65 -0.55 2.85
O -5.99 -0.11 3.13
C -7.08 -0.34 2.22
H -1.19 -2.10 5.63
H -2.08 -2.33 7.10
H -0.53 -1.45 7.18
H -0.85 0.50 5.27
H -1.40 1.12 6.82
H -2.58 2.58 5.45
H -3.66 1.35 6.13
H -4.14 1.73 3.68
H -4.35 -0.53 4.87
H -2.87 -0.87 3.96
H -4.75 -1.64 2.91
H -4.30 -0.22 1.87
H -6.66 -0.50 1.23
H -7.78 0.50 2.24
H -7.60 -1.24 2.54
C -3.79 4.17 2.67
O -4.78 3.91 3.67
C -6.15 3.75 3.31
C -7.01 3.05 4.43
N -7.32 3.83 5.72
C -8.32 3.31 6.64
C -7.83 2.00 7.31
O -7.33 2.10 8.67
C -7.09 0.85 9.32
H -3.58 3.27 2.09
H -2.86 4.48 3.16
H -3.96 5.08 2.10
H -6.19 3.09 2.44
H -6.58 4.69 2.98
H -6.76 2.05 4.77
H -7.95 2.91 3.90
H -6.45 3.92 6.21
H -9.23 2.95 6.16
H -8.57 3.96 7.49
H -6.99 1.59 6.75
H -8.46 1.12 7.30
H -6.14 0.50 8.91
H -7.97 0.21 9.31
H -6.80 1.02 10.36
C 1.86 2.67 6.43
O 2.73 1.70 7.01
C 3.67 0.99 6.19
C 5.03 1.63 6.25
N 5.84 1.35 5.08
C 6.21 2.57 4.29
C 5.03 3.06 3.46
O 4.37 1.99 2.74
C 3.53 2.56 1.72
H 2.52 3.32 5.85
H 1.38 3.36 7.13
H 1.10 2.10 5.91
H 3.28 1.20 5.19
H 3.63 -0.04 6.52
H 5.52 1.15 7.10
H 5.03 2.68 6.54
H 5.49 0.72 4.37
H 6.89 2.18 3.53
H 6.68 3.33 4.91
H 5.38 3.72 2.67
H 4.31 3.63 4.06
H 4.01 3.22 1.01
H 2.64 3.07 2.09
H 3.07 1.74 1.17
*
```

Results of the Mulliken charge analysis, in e, for atoms 1 through 99: -1.48 2.56 -0.70 -1.32 -0.55 -1.39 1.76 -1.41 -1.97 -0.35 -0.14 -0.09 -0.05 0.56 0.02 -0.28 -0.01 0.31 0.53 0.16 0.49 0.37 0.52 0.06 0.36 0.49 0.39 0.43 0.39 0.35 -1.36 0.86 -1.85 -1.02 -0.84 -1.13 2.27 -2.59 -1.85 0.25 -0.21 0.32 0.35 0.40 0.40 0.42 0.35 0.37 0.47 0.41 0.36 0.29 0.45 0.48 0.51 0.48 0.39 0.44 0.29 0.29 -1.64 1.46 -1.71 -1.58 -0.78 -1.07 1.70 -1.67 -1.51 0.48 -0.35 0.38 0.38 0.34 0.54 0.34 0.34 0.54 0.44 0.29 0.53 0.46 0.37 0.12 0.41 0.32 0.12 0.07 0.27 0.22 -1.90 2.14 -1.96 -0.44 -0.54 -1.40 1.60 -2.04 -1.82

Molecular formula: C2H4BiO
Method: DFT, ωB97M-V with the def2-TZVPD basis set

The calculation puts the LUMO energy (spin up / spin down) at -13.182 / -13.521 eV. The strongest force on any atom comes out at 1.88 eV/Å. As for the total energy: -10000.882 eV. The calculation puts the gap between HOMO and LUMO (spin up / spin down) at 7.5 / 9.2 eV.

```
! wB97M-V def2-TZVPD RIJCOSX def2/J DEFGRID3
* xyz 2 2
O -0.11 -0.77 1.66
Bi -1.87 -0.55 1.01
C 0.61 -0.30 0.05
C -0.11 0.67 -0.72
H 1.50 0.14 0.53
H 0.71 -1.28 -0.43
H -0.05 1.73 -0.48
H -0.67 0.37 -1.61
*
```

natural (NBO) analysis output, partial charges in e: -0.83 2.20 -0.22 -0.28 0.32 0.28 0.27 0.26

Molecular formula: C35H27AsBrCaN4S2
Method: DFT, ωB97M-V with the def2-TZVPD basis set

The calculation puts the LUMO energy at 2.247 eV. The strongest force on any atom comes out at 0.94 eV/Å. As for the total energy: -213687.780 eV. The calculation puts the gap between HOMO and LUMO at 6.1 eV.

```
! wB97M-V def2-TZVPD RIJCOSX def2/J DEFGRID3
* xyz -1 1
Ca -1.14 -0.46 1.20
N -1.16 -0.92 5.92
C -1.12 -0.63 4.58
S -1.60 -1.89 3.55
N -0.73 0.60 4.32
N -0.72 0.95 3.03
C -0.16 2.07 2.72
C -0.21 2.58 1.37
C 0.29 3.86 1.09
C 0.14 4.37 -0.19
C -0.50 3.60 -1.15
C -0.94 2.34 -0.80
N -0.79 1.83 0.41
H -1.16 -1.90 6.15
H -0.62 -0.30 6.51
H 0.30 2.69 3.49
H 0.77 4.43 1.87
H 0.52 5.35 -0.43
H -0.63 3.96 -2.16
H -1.42 1.69 -1.52
Br -2.08 -2.08 -1.25
C -3.98 -1.91 -0.95
C -4.79 -2.67 -1.75
C -6.18 -2.58 -1.59
C -6.70 -1.73 -0.66
C -5.87 -0.94 0.16
C -6.41 -0.06 1.11
C -5.58 0.70 1.89
C -4.19 0.59 1.75
C -3.55 -0.25 0.85
C -4.44 -1.01 0.04
H -4.37 -3.34 -2.48
H -6.83 -3.19 -2.21
H -7.78 -1.65 -0.53
H -7.49 0.00 1.21
H -6.00 1.37 2.63
H -3.59 1.20 2.43
S 1.77 -1.22 2.64
C 3.24 -0.67 1.94
C 4.43 -0.63 2.71
C 5.64 -0.30 2.15
C 5.74 0.00 0.79
C 4.59 -0.01 0.02
C 3.35 -0.30 0.59
As 1.70 -0.36 -0.43
C 2.07 -1.96 -1.50
C 1.67 -3.17 -0.94
C 1.91 -4.36 -1.61
C 2.55 -4.35 -2.84
C 2.95 -3.14 -3.39
C 2.72 -1.96 -2.72
C 1.98 1.01 -1.79
C 2.65 2.21 -1.53
C 2.69 3.23 -2.47
C 2.05 3.08 -3.68
C 1.36 1.90 -3.96
C 1.32 0.89 -3.01
H 4.36 -0.90 3.76
H 6.53 -0.30 2.77
H 6.70 0.23 0.35
H 4.65 0.22 -1.04
H 1.19 -3.18 0.03
H 1.60 -5.30 -1.16
H 2.74 -5.28 -3.36
H 3.46 -3.13 -4.35
H 3.04 -1.02 -3.17
H 3.15 2.34 -0.58
H 3.21 4.15 -2.24
H 2.08 3.87 -4.42
H 0.85 1.78 -4.90
H 0.77 -0.02 -3.23
*
```

Mulliken analysis output, partial charges in e: 0.72 -0.49 0.47 -0.50 -1.66 1.64 -1.29 1.37 -1.06 -0.34 -0.80 -0.47 0.41 0.20 0.25 0.17 0.45 0.43 0.44 0.42 -0.15 0.69 -0.74 -0.47 -0.84 1.07 -0.76 -1.04 -0.25 -0.90 0.75 0.39 0.36 0.32 0.30 0.37 0.23 -0.34 0.33 -0.70 -0.45 -0.89 0.06 -0.13 1.08 0.09 -0.28 -0.74 -0.45 -0.75 -0.02 0.11 -0.59 -0.69 -0.53 -0.72 -0.79 0.41 0.34 0.38 0.36 0.40 0.41 0.36 0.39 0.36 0.50 0.45 0.38 0.40 0.57